1.
The following is a quantum chemistry calculation of a molecular structure, C45H62As2HoN3SSi2 at a distorted geometry, from OMol25.

Multiplicity: 5
Molecular weight (g/mol): 1048.025
Frontier orbital gap (alpha / beta) (eV): 2.8 / 3.5
Total energy (a.u.): -8312.9440
LUMO (alpha / beta) (eV): 4.0 / 4.0
Total charge: -2

```
116
Properties=species:S:1:pos:R:3:mulliken_spin:R:1
Ho 1.30 -0.82 0.36 3.05
As 1.01 3.23 2.85 0.00
As -1.55 0.48 -1.86 0.00
S 0.70 1.20 1.67 0.00
Si -1.33 3.43 3.54 0.00
Si 2.11 1.88 4.51 0.00
N 1.87 -2.60 1.69 0.13
N 3.56 -0.77 0.36 0.06
N 0.29 -0.27 -1.54 0.00
C -2.37 1.90 3.16 0.00
C 0.60 0.88 5.04 0.00
C -0.83 -3.04 0.56 -0.02
C -0.76 3.34 -2.44 0.00
C -1.82 2.40 -2.46 0.00
C 2.79 -4.69 4.80 0.01
C 1.93 -3.15 -3.31 0.00
C 5.81 -0.45 0.68 -0.07
C -2.18 -3.17 -6.96 0.00
C -1.34 -4.46 0.14 0.00
C -2.88 -1.44 -3.56 0.00
C -3.06 2.73 -3.09 0.00
C 5.46 -1.57 1.44 0.20
C -0.95 4.55 -3.09 0.00
C 0.81 -2.94 2.60 -0.05
C -1.20 -0.18 -4.77 0.00
C -1.64 -3.25 2.89 -0.05
C 4.66 -0.03 0.02 0.13
C -4.37 1.96 -3.05 0.00
C -1.95 4.84 2.48 0.00
C 2.97 -2.50 -4.02 0.00
C -0.52 -3.07 2.06 0.03
C 2.68 2.55 6.17 0.00
C -1.90 -0.44 -3.59 0.00
C 0.55 3.07 -1.74 0.00
C -1.44 -0.96 -5.92 0.00
C 4.07 -1.82 1.22 -0.14
C 1.07 -1.03 -2.46 -0.01
C 1.01 -3.14 3.94 0.05
C 2.09 -0.41 -3.23 -0.01
C -1.67 3.86 5.35 0.00
C -3.16 3.96 -3.73 0.00
C -1.41 -3.42 4.25 0.09
C -2.20 -2.14 -5.85 0.00
C 3.13 -1.16 -3.81 0.00
C 2.33 -3.24 4.65 0.05
C -2.42 6.33 -4.25 0.00
C -2.98 -2.32 -4.67 0.00
C 3.20 -2.75 1.84 0.53
C -0.30 0.99 -4.93 0.00
C -0.10 -3.33 4.77 -0.05
C 3.82 1.15 4.01 0.01
C 1.00 -2.43 -2.59 0.00
C -2.13 4.95 -3.70 0.00
C -3.84 -1.60 -2.40 0.00
H -3.51 6.48 -4.20 0.00
H 0.78 2.00 -1.84 0.00
H 0.26 -3.04 -2.05 0.00
H 0.84 0.16 5.84 0.00
H -2.04 4.58 1.44 0.00
H 3.59 -3.15 -4.64 0.00
H -0.11 5.29 -2.98 0.00
H 0.13 -2.80 0.05 0.01
H 3.53 3.23 6.03 0.00
H -4.54 1.49 -2.09 0.00
H 1.77 -4.24 -3.34 0.00
H -0.98 -0.64 -6.87 0.00
H -4.06 4.20 -4.26 0.00
H -0.60 -5.23 0.41 0.00
H -2.96 5.15 2.85 0.00
H -4.23 -0.58 -2.09 0.00
H 0.16 1.28 -3.97 0.00
H 3.04 1.76 6.80 0.00
H -1.97 7.17 -3.71 0.00
H -1.52 -2.23 0.46 0.00
H -2.26 -3.54 4.91 0.02
H 2.18 0.65 -3.16 0.00
H 2.23 -5.23 5.54 0.00
H 2.65 -5.19 3.84 0.00
H 1.31 3.73 -2.21 0.00
H -2.06 6.40 -5.27 0.00
H 3.09 -2.60 4.17 -0.05
H -5.18 2.73 -3.28 0.00
H -3.45 -2.12 -1.51 0.00
H 0.44 3.37 -0.70 0.00
H -2.62 -3.28 2.37 0.00
H -2.97 -3.05 -7.71 0.00
H -4.45 1.20 -3.87 0.00
H 2.21 -2.75 5.66 0.00
H -1.38 3.12 6.13 0.00
H -1.30 4.88 5.61 0.00
H 4.50 2.01 3.68 0.00
H -2.40 1.79 2.06 0.00
H 3.84 0.46 3.18 0.00
H 1.90 3.00 6.74 0.00
H -1.22 -3.08 -7.48 0.00
H -1.57 -4.49 -0.94 0.00
H -2.01 0.97 3.55 0.00
H -2.74 4.03 5.45 0.00
H -0.85 1.90 -5.24 0.00
H -0.02 -3.53 5.83 -0.01
H 4.60 0.75 -0.73 0.02
H -2.22 -4.21 -6.54 0.00
H 4.03 -0.67 -4.17 0.01
H 4.26 0.72 4.91 0.00
H -2.29 -4.66 0.57 0.00
H -1.38 5.73 2.64 0.00
H -0.22 1.50 5.38 0.00
H -3.39 2.10 3.48 0.00
H -4.70 -2.18 -2.84 0.00
H 3.69 -3.55 2.45 0.02
H 6.78 0.00 0.60 0.00
H 0.53 0.84 -5.64 0.00
H 6.07 -2.15 2.10 0.01
H 0.24 0.24 4.22 0.00
H 3.84 -4.73 5.07 0.00
H -3.78 -3.03 -4.75 0.00
```

2.
The following is a quantum chemistry calculation of a molecular structure, C14H8O2Rb at a distorted geometry, from OMol25.

Energy above the lowest of the compared OMol25 structures with the same formula, charge and spin (kJ/mol): 133.7
Molecular weight (g/mol): 293.684
Frontier orbital gap (eV): 6.8
Total energy (a.u.): -712.6467
LUMO (eV): -4.4
Total charge: +1

```
25
Properties=species:S:1:pos:R:3:lowdin_charge:R:1
Rb -7.64 1.87 4.85 0.99
O 2.28 -0.18 -1.97 0.11
O -1.99 0.08 1.37 0.06
C -0.45 2.59 0.84 -0.01
C -0.81 -3.76 -0.20 -0.06
C -1.02 0.06 0.61 -0.24
C 1.89 2.22 -0.68 0.01
C 0.34 -3.79 -0.97 -0.04
C 1.00 1.13 -0.57 -0.06
C 0.47 3.61 0.64 -0.09
C -1.28 -2.54 0.26 -0.02
C 1.35 -0.19 -1.17 -0.31
C -0.60 -1.31 0.07 -0.05
C -0.14 1.29 0.32 -0.04
C 1.67 3.46 -0.06 -0.05
C 0.60 -1.35 -0.73 -0.09
C 1.01 -2.57 -1.28 0.01
H 0.67 -4.70 -1.44 0.11
H 2.81 2.15 -1.24 0.12
H -1.45 -4.60 0.03 0.11
H 1.94 -2.63 -1.83 0.12
H 2.38 4.26 -0.18 0.11
H -1.33 2.81 1.42 0.11
H 0.49 4.61 1.05 0.10
H -2.17 -2.52 0.87 0.11
```

Q: Number 1 is which compound?
A: C45H62As2HoN3SSi2